1.
Density functional theory data (wB97M-V/def2-TZVPD) for C7H6N2O2 as an isolated structure in a non-equilibrium geometry.

Calculated values
Kohn-Sham gap = 9.37 eV
Spin multiplicity = 1
Maximum force = 8.5 eV/A

Geometry as XYZ:
```
17
Properties=species:S:1:pos:R:3:forces:R:3
C -0.8753 2.1865 0.3031 0.350 3.818 1.063
C -1.5356 1.5048 -1.0308 2.545 -0.424 2.062
C 0.3849 -0.1594 -0.7438 -4.032 3.776 -2.445
C 0.6573 -1.3665 -1.1355 3.053 -5.578 1.596
C 1.1035 -2.3614 -0.0732 -2.322 -0.949 1.001
C 0.9431 -1.9788 1.3327 3.432 2.099 -1.524
C 0.6439 0.2768 0.5290 0.579 -2.216 0.484
H -1.8079 2.1570 -1.8291 0.083 1.141 -0.104
H -2.4965 1.0307 -0.7394 0.898 -0.649 0.032
H 0.8058 -1.7660 -2.1237 -0.877 0.342 -0.405
H 1.1526 -3.5149 -0.4226 0.057 2.970 0.961
H 1.1811 -2.6471 2.4055 -0.861 2.119 -3.739
H -0.0014 1.5898 1.9824 2.849 0.191 -4.156
N 1.0695 -0.5058 1.4719 -1.510 -4.115 1.745
N 0.4700 1.5807 0.7953 -5.975 3.691 4.782
O -1.2542 3.2351 0.9199 1.082 -4.970 -2.997
O -0.4407 0.7386 -1.6417 0.649 -1.245 1.645
```
Forces are in eV/Å.


2.
Density functional theory data (wB97M-V/def2-TZVPD) for a 2-piece molecular cluster, C26H26N4 overall in a non-equilibrium geometry.

Calculated values
Kohn-Sham gap = 3.50 eV
Spin multiplicity = 1
Maximum force = 2.2 eV/A

Geometry as XYZ:
```
56
Properties=species:S:1:pos:R:3:forces:R:3
C -0.5128 5.1550 1.2453 -0.125 -0.201 0.313
C -1.4220 5.6981 0.1468 0.335 0.324 -0.175
N -2.1233 4.6240 -0.4989 0.341 -0.356 0.117
C -3.3603 4.7945 -1.2250 -0.525 0.076 -0.143
C -3.6389 3.3908 -1.8184 -0.774 0.207 -0.553
C -2.5096 2.5423 -1.3298 0.727 -0.883 0.135
C -2.1949 1.2107 -1.4611 -0.038 0.386 0.195
C -1.0130 0.6874 -0.8200 0.117 0.067 -0.326
C -0.8184 -0.7154 -0.8481 0.241 0.284 0.481
C 0.0649 -1.4869 -0.0539 -0.240 -0.167 0.259
C 0.3435 -2.8402 -0.4672 0.237 -0.096 0.122
C 1.2935 -3.5748 0.1978 -0.573 0.899 -0.025
C 1.9787 -2.9721 1.2739 0.599 -0.064 -0.181
N 2.9474 -3.7819 1.7486 -0.399 0.513 -0.026
C 3.7920 -3.4422 2.8583 -0.036 -0.113 0.518
C 3.9279 -1.9279 2.9846 0.149 0.242 -0.291
C 2.5933 -1.1663 2.8592 -0.051 0.259 0.763
C 1.7252 -1.6759 1.7534 -0.684 -0.099 -0.469
C 0.6849 -0.9928 1.1425 0.548 -0.150 -0.219
C 3.0011 -5.0452 1.0521 0.192 -0.428 -0.353
C 1.8482 -4.9521 0.0217 -0.028 -0.912 -0.306
C -0.1076 1.6054 -0.1897 -0.477 0.338 0.313
C -0.4526 2.9325 0.0223 -0.159 -0.742 -0.484
C -1.6465 3.3676 -0.5803 -0.238 0.182 0.301
C 0.3249 3.9352 0.8130 0.712 0.362 0.029
H 0.1501 5.9578 1.5819 -0.093 -0.144 0.000
H -1.1329 4.8654 2.1037 0.060 0.057 -0.149
H -2.1683 6.3938 0.5516 0.223 -0.090 0.013
H -0.8184 6.2568 -0.5934 -0.200 -0.101 0.147
H -4.1652 5.1080 -0.5426 0.210 -0.004 -0.113
H -3.2625 5.5735 -1.9948 0.025 -0.195 0.113
H -4.6164 3.0210 -1.4853 0.245 -0.009 -0.134
H -3.6659 3.4445 -2.9144 -0.021 -0.154 0.243
H -2.8443 0.5298 -2.0109 0.109 0.061 0.070
H -1.4369 -1.2699 -1.5505 -0.001 -0.044 -0.139
H -0.1840 -3.2511 -1.3298 0.074 0.110 0.134
H 3.3747 -3.8593 3.7940 0.119 0.041 -0.229
H 4.7686 -3.9178 2.6978 -0.136 0.178 0.099
H 4.3980 -1.6957 3.9448 -0.051 0.014 -0.155
H 4.6054 -1.5705 2.1981 -0.095 -0.090 0.106
H 2.0531 -1.2109 3.8172 0.095 -0.025 -0.155
H 2.8137 -0.1072 2.6811 -0.034 -0.138 0.110
H 0.3377 -0.0515 1.5748 0.200 -0.314 -0.194
H 3.9739 -5.1647 0.5491 -0.160 0.047 0.188
H 2.8899 -5.8860 1.7513 -0.060 0.167 -0.143
H 1.0981 -5.7255 0.2344 0.084 0.243 -0.171
H 2.2192 -5.1278 -0.9948 -0.172 0.041 0.196
H 0.8690 1.2517 0.1464 -0.354 0.126 -0.100
H 1.1946 4.2786 0.2319 -0.157 -0.047 0.084
H 0.7277 3.4510 1.7102 0.010 0.120 -0.125
C -2.2778 -2.5449 -4.1203 0.453 0.376 0.306
C -3.4583 -1.8979 -4.4411 -1.416 1.511 -0.519
N -4.4083 -1.2612 -4.7171 1.072 -0.798 0.429
C -2.2657 -3.9102 -3.8992 0.665 -2.092 0.439
N -2.1541 -5.0638 -3.6928 -0.218 1.455 -0.184
H -1.3398 -1.9856 -4.1080 -0.327 -0.229 -0.157
```
Forces are in eV/Å.


3.
Density functional theory data (wB97M-V/def2-TZVPD) for a 11-piece molecular cluster, H22O11 overall in a non-equilibrium geometry.

Calculated values
Kohn-Sham gap = 9.41 eV
Spin multiplicity = 1
Maximum force = 4.5 eV/A

Geometry as XYZ:
```
33
Properties=species:S:1:pos:R:3:forces:R:3
H 0.7829 -0.6480 1.1498 -0.467 0.678 -1.181
H -0.2470 0.4042 1.3129 -0.813 0.798 -0.141
H -1.4828 0.0379 -1.5448 -2.186 0.229 -0.336
H -2.5649 -0.9632 -1.2265 -0.023 -1.012 -0.335
H -3.3453 -1.9429 -0.2110 -0.128 -0.459 0.129
H -4.5520 -2.2279 0.5599 -0.757 -0.050 1.385
H 0.5980 -1.9133 -0.7701 -0.304 -0.172 -1.038
H -0.0533 -0.7595 -1.3280 -0.760 3.515 0.822
H 1.4860 1.6145 0.0331 -0.143 -0.079 0.152
H 0.9606 0.5271 -0.9110 0.783 1.003 0.110
H -0.2195 3.6831 -1.1506 0.500 -0.640 -2.322
H 0.7415 3.6572 -2.3996 1.135 0.170 -0.023
H 3.7590 -3.8699 0.5139 -1.084 0.721 -0.643
H 2.5954 -3.2932 1.2440 -0.361 0.102 0.226
H 1.8208 0.9838 1.9480 -0.712 -0.205 -0.798
H 3.2917 0.7351 2.2314 0.077 -0.041 -0.072
H -2.2622 0.7739 1.2264 -0.458 0.238 0.049
H -2.0384 2.1896 1.9141 0.761 -1.658 -1.070
H 4.7040 0.5795 -0.0076 -0.028 0.133 -0.405
H 5.3298 -0.6116 -0.6642 0.265 -0.630 -0.078
H -3.7051 0.1811 -0.2526 -0.048 0.494 -0.714
H -5.0138 0.4855 0.4653 -1.974 2.512 0.348
O 0.3192 0.0575 0.6132 0.567 -3.083 3.287
O -2.4765 -0.0990 -1.5993 2.104 1.174 0.112
O -4.2777 -2.1396 -0.3271 1.073 -3.439 -2.440
O 0.1211 -1.6071 -1.5729 1.268 -4.052 -0.062
O 1.4285 1.3699 -0.8828 1.083 0.761 -1.941
O -0.1294 3.4273 -2.1273 -1.861 0.557 2.194
O 2.9325 -3.3418 0.3477 1.396 -0.804 0.497
O 2.5046 1.1644 2.5714 0.661 0.244 0.884
O -1.5983 1.4580 1.3779 -0.959 1.664 1.287
O 4.9682 0.2424 -0.8752 -0.203 0.499 0.421
O -4.3775 -0.1551 0.3414 1.596 0.833 1.697
```
Forces are in eV/Å.


These records have calculated total energy values of -14426.214, -33341.950, -22876.310 eV, in the order they appear.
These records have energy relative to the best compared isomer or geometry (same formula, charge and spin) values of 570.9, 16.9, 502.1 kJ/mol, in the order they appear.
These records have LUMO values of 0.009, -0.070, -0.016 Eh, in the order they appear.